Formula: C4H8N2
Source: the OMol25 dataset
Level of theory: wB97M-V/def2-TZVPD

Structure (XYZ):
```
14
Properties=species:S:1:pos:R:3:forces:R:3:nbo_charge:R:1
C 1.37552 0.64737 0.88360 0.3 0.1 0.2 -0.6521
C 0.59889 -0.54738 0.45646 -1.2 2.6 1.1 0.2296
N 0.64361 -1.16272 -0.82339 -0.5 -4.3 3.1 -0.7040
C -0.69561 -0.62130 -0.22339 0.5 3.3 -2.4 0.2157
C -1.46065 0.41091 -0.97082 -0.4 0.1 0.1 -0.6429
N -0.76988 -0.84036 1.17908 2.6 -2.7 -1.7 -0.5300
H 1.02879 1.02300 1.84961 -0.1 -0.1 -0.2 0.2374
H 2.43000 0.37921 1.00103 0.0 0.1 0.0 0.2171
H 1.31289 1.46195 0.15612 0.0 0.0 -0.1 0.2114
H 1.44646 -0.90374 -1.38859 -1.1 1.1 -0.5 0.4140
H -1.06640 0.56596 -1.97792 0.1 0.0 0.2 0.2239
H -2.49194 0.06364 -1.09254 0.0 0.1 0.0 0.2230
H -1.49486 1.35986 -0.42773 0.0 0.0 0.0 0.2140
H -0.85683 -1.83639 1.37847 -0.1 -0.3 0.2 0.3427
```
Positions in Å, forces in eV/Å.

HOMO-LUMO gap, eV: 8.3
M, g/mol: 84.12
LUMO level, eV: 1.018
Structure (SMILES): C[C@]12N[C@@]1(C)N2
HOMO, eV: -7.240
Net charge: 0
E, eV: -7252.9108
Relative energy (zero: lowest compared OMol25 entry of this formula, charge and spin), eV: 4.965